[1]
{"formula": "C50H71BClINO6", "method": "ωB97M-V/def2-TZVPD", "species": ["I", "Cl", "O", "O", "O", "O", "O", "O", "N", "C", "C", "C", "C", "C", "C", "C", "C", "C", "C", "C", "C", "C", "C", "C", "C", "C", "C", "C", "C", "C", "C", "C", "C", "C", "C", "C", "C", "C", "C", "C", "C", "C", "C", "C", "C", "C", "C", "C", "C", "C", "C", "C", "C", "C", "C", "C", "C", "C", "C", "B", "H", "H", "H", "H", "H", "H", "H", "H", "H", "H", "H", "H", "H", "H", "H", "H", "H", "H", "H", "H", "H", "H", "H", "H", "H", "H", "H", "H", "H", "H", "H", "H", "H", "H", "H", "H", "H", "H", "H", "H", "H", "H", "H", "H", "H", "H", "H", "H", "H", "H", "H", "H", "H", "H", "H", "H", "H", "H", "H", "H", "H", "H", "H", "H", "H", "H", "H", "H", "H", "H", "H"], "positions_angstrom": [[3.14, 3.20, -1.49], [1.49, 5.93, 2.62], [-7.51, 0.03, -0.60], [0.10, -2.62, -2.17], [-6.46, 0.18, 1.51], [1.83, 1.33, 4.73], [1.00, 3.53, 5.37], [0.34, -1.41, -4.18], [0.45, 2.74, 3.02], [3.17, 1.62, 5.21], [3.38, 1.99, 0.29], [-6.55, -1.26, 1.64], [4.64, -3.45, -1.73], [4.99, 1.90, 0.55], [3.13, -5.31, -1.48], [1.20, 2.69, 1.73], [4.17, 0.44, -5.66], [0.28, 6.32, 0.17], [0.67, -2.34, -3.42], [1.24, 5.26, 0.94], [5.72, -4.29, -1.51], [-5.28, -2.05, 1.09], [-0.83, 0.87, 1.71], [-11.97, -1.82, 3.73], [2.11, -0.49, -6.49], [2.95, -0.19, -5.43], [5.51, -5.65, -1.29], [-4.41, -2.77, 2.22], [4.22, -6.16, -1.27], [3.34, -3.96, -1.71], [0.62, 1.29, 1.11], [8.15, -0.65, -4.51], [-10.33, -0.95, 2.19], [-11.13, -1.52, 4.80], [9.38, -0.79, -5.14], [2.50, -0.18, -7.79], [-6.18, 2.03, -0.22], [-1.54, 1.50, 4.32], [-2.39, -1.15, 2.55], [-9.49, -0.64, 3.26], [-1.80, 1.25, 0.48], [-0.76, -0.49, -1.29], [10.42, -1.44, -4.48], [4.55, 0.76, -6.96], [-2.06, 0.07, -0.55], [2.77, 2.58, 1.64], [9.00, -1.78, -2.56], [3.72, 0.45, -8.02], [-5.71, 3.01, 0.69], [-9.89, -0.92, 4.56], [-6.78, 0.62, 0.21], [-2.81, -2.60, 2.00], [0.51, 3.86, 0.87], [10.23, -1.94, -3.20], [-1.15, -1.91, -1.96], [-0.92, -0.69, 2.13], [-0.84, 1.92, 2.96], [-11.57, -1.54, 2.43], [7.96, -1.14, -3.22], [1.12, 2.51, 4.35], [-4.64, -1.39, 0.40], [4.80, -2.39, -1.90], [-2.73, 0.51, -1.38], [7.33, -0.16, -5.02], [5.46, 1.65, -0.46], [-4.58, -3.91, 2.21], [-5.70, -2.89, 0.43], [-12.94, -2.27, 3.91], [3.41, 1.11, 6.21], [0.45, 3.49, -0.21], [-6.30, 3.99, 0.77], [3.26, 1.95, 2.47], [-4.77, 2.95, 1.33], [-0.59, 4.05, 1.16], [4.05, -7.21, -1.08], [-1.39, 2.13, -0.11], [1.16, -0.98, -6.31], [1.53, 4.30, 5.06], [-2.63, -0.82, -0.14], [7.00, -1.03, -2.73], [5.16, 1.03, 1.26], [-1.73, 2.36, 5.04], [-2.58, 1.12, 4.03], [-8.53, -0.17, 3.08], [0.11, -0.72, -0.60], [-0.51, -1.38, 1.32], [5.39, 2.89, 0.91], [4.02, 0.69, -9.04], [-11.44, -1.74, 5.81], [5.50, 1.25, -7.14], [1.54, -3.00, -3.74], [-2.64, -2.73, 0.88], [3.23, 3.62, 1.77], [8.86, -2.17, -1.56], [-2.79, 1.61, 0.95], [-6.16, 2.29, -1.33], [3.42, 2.72, 5.27], [6.73, -3.90, -1.53], [1.85, -0.42, -8.62], [4.82, 0.68, -4.82], [1.36, 0.43, 1.31], [-1.05, 0.60, 4.84], [-6.62, -1.46, 2.77], [11.38, -1.56, -4.97], [-2.50, -1.11, 3.68], [6.36, -6.31, -1.12], [0.03, 3.69, 3.18], [9.52, -0.41, -6.14], [3.91, 1.16, 4.46], [-0.79, 5.92, 0.10], [-7.52, -1.68, 1.22], [2.50, -3.30, -1.89], [0.62, 6.51, -0.90], [2.65, -0.44, -4.41], [3.07, 0.93, 0.04], [-0.38, 0.18, -2.12], [-9.24, -0.69, 5.40], [-12.22, -1.77, 1.59], [2.12, -5.71, -1.47], [2.23, 5.32, 0.40], [-1.58, 2.69, 2.55], [-2.26, -3.41, 2.55], [0.20, 7.31, 0.74], [-0.25, -0.84, 3.05], [-10.01, -0.73, 1.18], [-3.17, -0.42, 2.13], [0.73, 1.38, -0.02], [11.05, -2.44, -2.68], [-1.77, -1.77, -2.89], [-4.70, -2.45, 3.28], [-1.70, -2.48, -1.14]], "multiplicity": 1, "charge": 1}

---

[2]
{"formula": "C50H71BN8PSr", "method": "ωB97M-V/def2-TZVPD", "species": ["Sr", "P", "N", "N", "N", "N", "N", "N", "N", "N", "C", "C", "C", "C", "C", "C", "C", "C", "C", "C", "C", "C", "C", "C", "C", "C", "C", "C", "C", "C", "C", "C", "C", "C", "C", "C", "C", "C", "C", "C", "C", "C", "C", "C", "C", "C", "C", "C", "C", "C", "C", "C", "C", "C", "C", "C", "C", "C", "C", "C", "B", "H", "H", "H", "H", "H", "H", "H", "H", "H", "H", "H", "H", "H", "H", "H", "H", "H", "H", "H", "H", "H", "H", "H", "H", "H", "H", "H", "H", "H", "H", "H", "H", "H", "H", "H", "H", "H", "H", "H", "H", "H", "H", "H", "H", "H", "H", "H", "H", "H", "H", "H", "H", "H", "H", "H", "H", "H", "H", "H", "H", "H", "H", "H", "H", "H", "H", "H", "H", "H", "H", "H"], "positions_angstrom": [[-0.50, -0.19, -0.72], [2.97, 0.68, 1.64], [-2.69, -0.46, 1.64], [-2.71, 0.24, -1.69], [-1.65, -1.26, 1.25], [-1.40, 2.23, -0.12], [1.40, -1.66, -2.00], [-2.39, 2.01, 0.79], [-1.19, -2.54, -1.91], [-3.62, 0.29, -0.66], [-6.10, 0.15, -0.33], [4.71, 2.96, 1.98], [3.70, -2.01, -2.59], [-0.20, 4.15, -1.11], [-1.53, -2.22, 2.16], [-4.76, 0.00, -2.54], [1.11, 3.38, -1.17], [0.09, 5.61, -0.75], [-3.18, 1.33, -4.92], [5.65, 4.13, 0.09], [0.76, 2.04, 2.50], [-1.14, 3.53, -0.10], [-2.48, -2.04, 3.17], [2.67, -1.28, -2.00], [-1.93, 4.17, 0.87], [2.07, -3.65, -3.19], [0.08, -3.71, 3.34], [0.56, -2.95, 1.01], [4.32, -0.53, 2.21], [1.69, -4.91, -3.78], [5.53, 3.95, 1.47], [5.40, -0.51, 1.11], [-0.54, -3.35, 1.99], [3.40, -3.20, -3.19], [-2.85, -4.20, -2.34], [-2.72, 3.18, 1.40], [-1.29, -4.57, 1.43], [1.30, -0.04, 3.73], [-2.71, 0.09, -4.16], [1.10, -2.85, -2.58], [-1.19, 0.15, -4.01], [-0.60, -4.56, -3.09], [-3.09, -1.17, -4.95], [3.75, -1.95, 2.23], [-1.94, -4.99, -2.98], [-2.43, -2.97, -1.82], [-4.36, -0.32, 3.52], [-3.20, -0.93, 2.80], [4.12, 2.32, -0.24], [4.94, 3.30, -0.76], [-0.27, -3.31, -2.52], [1.91, 1.22, 3.11], [-0.89, 4.11, -2.49], [-3.76, 3.31, 2.46], [-3.39, 0.08, -2.82], [2.52, 2.08, 4.22], [0.41, -5.34, -3.73], [3.98, 2.12, 1.13], [4.97, -0.24, 3.55], [-4.86, 0.14, -1.17], [-3.27, 0.72, 0.80], [1.78, 2.17, 5.02], [6.11, -1.31, 1.31], [1.34, -3.72, 0.97], [-1.08, 3.08, -2.80], [-6.28, 1.13, 0.10], [-0.25, 4.58, -3.24], [0.13, -6.29, -4.17], [-6.96, -0.12, -0.94], [2.74, 3.09, 3.87], [3.56, 1.68, -0.93], [3.22, -2.18, 1.30], [5.94, 0.44, 1.08], [0.17, 1.46, 1.79], [5.77, -0.96, 3.72], [0.08, 2.36, 3.30], [-4.14, 0.68, 3.87], [4.57, -2.66, 2.33], [-5.58, -0.12, -3.23], [4.17, -3.81, -3.66], [-1.95, 5.21, 1.12], [0.77, -4.56, 3.22], [2.46, -5.50, -4.26], [-0.79, -0.75, -3.54], [-0.68, -4.00, 4.06], [-3.84, 4.35, 2.75], [0.53, 0.25, 4.45], [4.27, -0.33, 4.38], [4.97, -0.68, 0.12], [-0.89, 1.04, -3.45], [-2.63, -2.65, 4.05], [2.89, -0.33, -1.51], [-2.76, -2.08, -4.45], [-0.59, -5.40, 1.26], [3.06, -2.12, 3.06], [0.65, -2.88, 3.76], [-3.89, -4.50, -2.23], [4.67, 2.83, 3.05], [1.04, -2.02, 1.32], [-2.05, -4.91, 2.13], [0.15, -2.84, 0.01], [-6.03, -0.57, 0.49], [-1.84, 4.63, -2.47], [-4.60, -0.94, 4.39], [6.09, 4.59, 2.14], [-4.17, -1.23, -5.09], [0.94, 2.32, -1.36], [-4.29, 1.00, 1.32], [-3.13, -2.31, -1.31], [-3.49, 2.74, 3.35], [0.82, -0.67, 2.98], [-0.72, 0.22, -5.00], [-4.26, 1.33, -5.05], [5.03, 3.42, -1.84], [-2.72, 1.37, -5.91], [-2.63, -1.15, -5.94], [-2.22, -5.94, -3.41], [-4.73, 2.96, 2.12], [3.42, 1.65, 4.66], [-1.77, -4.33, 0.49], [0.57, 5.68, 0.23], [1.74, 3.76, -1.98], [6.30, 4.90, -0.30], [5.43, 0.75, 3.59], [-2.91, 2.24, -4.38], [1.12, 2.94, 1.99], [4.72, -1.63, -2.55], [0.76, 6.05, -1.49], [-0.83, 6.20, -0.73], [1.67, 3.46, -0.24], [-5.25, -0.27, 2.89], [2.04, -0.64, 4.26]], "multiplicity": 1, "charge": 1}

---

[3]
{"formula": "C50H72Cl5N8O4Rb", "method": "ωB97M-V/def2-TZVPD", "species": ["Rb", "Cl", "Cl", "Cl", "Cl", "Cl", "O", "O", "O", "O", "N", "N", "N", "N", "N", "N", "N", "N", "C", "C", "C", "C", "C", "C", "C", "C", "C", "C", "C", "C", "C", "C", "C", "C", "C", "C", "C", "C", "C", "C", "C", "C", "C", "C", "C", "C", "C", "C", "C", "C", "C", "C", "C", "C", "C", "C", "C", "C", "C", "C", "C", "C", "C", "C", "C", "C", "C", "C", "H", "H", "H", "H", "H", "H", "H", "H", "H", "H", "H", "H", "H", "H", "H", "H", "H", "H", "H", "H", "H", "H", "H", "H", "H", "H", "H", "H", "H", "H", "H", "H", "H", "H", "H", "H", "H", "H", "H", "H", "H", "H", "H", "H", "H", "H", "H", "H", "H", "H", "H", "H", "H", "H", "H", "H", "H", "H", "H", "H", "H", "H", "H", "H", "H", "H", "H", "H", "H", "H", "H", "H"], "positions_angstrom": [[0.41, -0.14, -0.59], [3.39, -3.71, -7.24], [1.46, -2.77, -1.42], [2.21, -0.97, -6.43], [3.68, -5.99, -5.13], [2.73, -5.49, -2.20], [-1.74, 7.48, -3.19], [1.37, -0.84, -3.59], [-3.00, -0.73, -1.70], [2.28, 7.29, -3.60], [-0.15, -2.25, 2.33], [0.27, 6.35, -3.05], [2.06, -0.32, 2.19], [-2.77, 2.90, -1.75], [2.13, 2.87, -1.77], [-1.84, 2.86, 1.01], [-4.93, -1.81, -2.10], [-3.17, -1.77, -3.71], [-2.17, 2.88, -3.07], [-0.37, 7.53, -3.54], [3.41, 2.63, -2.09], [1.88, -1.92, -3.93], [-0.42, 3.15, 0.97], [5.39, 2.10, 1.57], [1.61, 4.01, -2.14], [4.19, 3.56, -2.78], [4.52, 2.43, 2.60], [-2.46, 4.12, -1.03], [4.34, -2.33, 1.68], [2.58, -4.24, -3.37], [-1.83, -1.26, -3.97], [-5.39, -1.39, -0.80], [-2.40, -5.43, 3.84], [-2.27, 2.53, 2.35], [2.81, 2.11, 4.28], [3.65, 4.76, -3.15], [4.13, 0.09, 1.21], [-2.62, 3.96, 0.48], [3.01, -4.46, -4.68], [4.00, -1.29, 0.61], [3.12, 0.50, 2.16], [-0.98, -3.51, 4.25], [-5.98, -2.27, -2.99], [-2.71, -4.01, -0.26], [1.62, 3.08, 4.15], [5.21, 0.89, 0.93], [-0.15, -1.01, 2.83], [-1.74, -4.58, 4.70], [2.88, -3.44, -5.61], [-1.37, -4.01, 0.48], [2.29, 5.04, -2.84], [-3.37, -3.07, -4.32], [-4.19, 2.64, -1.82], [-0.44, -5.10, -0.07], [0.86, -0.07, 2.71], [2.34, -2.22, -5.26], [1.67, 6.28, -3.21], [3.43, 1.66, 2.96], [-3.66, -1.42, -2.46], [-1.51, -4.18, 1.97], [-2.25, -5.23, 2.47], [0.69, -3.56, 6.14], [2.02, -3.03, -3.02], [4.85, -1.54, -0.64], [-0.22, -2.69, 5.27], [2.50, 0.97, 5.26], [-1.18, -1.88, 6.14], [-0.88, -3.25, 2.85], [3.65, -2.24, 2.50], [2.14, 1.38, 6.20], [5.22, 3.31, -3.02], [3.40, 0.40, 5.45], [-1.85, -2.54, 6.68], [1.32, -4.18, 5.52], [-4.72, 3.38, -2.45], [-2.76, -3.11, -5.22], [3.60, 2.70, 4.77], [-6.94, -2.01, -2.54], [-0.62, -1.28, 6.87], [-1.82, -4.76, 5.77], [-5.92, -1.78, -3.96], [-1.71, -0.30, -3.49], [-0.25, 5.51, -3.25], [-1.06, -0.66, 3.35], [0.13, 8.39, -3.07], [4.22, 5.51, -3.69], [-2.47, 3.75, -3.67], [4.73, 3.33, 3.17], [-2.12, 8.35, -3.31], [-1.69, -1.15, -5.05], [-2.49, 1.98, -3.58], [-2.75, -5.90, 1.79], [-2.33, 4.93, 0.95], [-3.39, -3.29, 0.18], [-0.09, 3.24, -0.06], [-2.11, 3.36, 3.07], [5.91, -1.59, -0.39], [4.58, -2.51, -1.07], [5.36, -2.17, 2.03], [-5.87, -2.22, -0.28], [0.13, 2.33, 1.43], [-5.96, -3.35, -3.12], [1.32, -2.93, 6.77], [0.10, -4.21, 6.79], [-3.19, -4.99, -0.23], [0.69, 2.56, 3.97], [1.80, 3.77, 3.33], [-2.56, -3.73, -1.30], [-4.61, 2.68, -0.82], [0.43, -1.99, 4.72], [0.58, 4.18, -1.83], [1.51, 3.64, 5.08], [-1.43, 4.40, -1.25], [-4.52, -1.05, -0.23], [-4.34, 1.65, -2.22], [-0.82, -6.10, 0.16], [2.95, -1.44, 0.34], [-3.05, -3.88, -3.66], [-6.10, -0.55, -0.89], [-4.41, -3.23, -4.61], [-1.71, 1.66, 2.69], [6.22, 2.75, 1.32], [4.69, -0.78, -1.39], [-1.09, 2.85, -2.98], [-0.28, 7.64, -4.64], [3.81, 1.69, -1.76], [-3.01, -6.24, 4.21], [0.60, 0.93, 3.08], [-1.06, -1.93, -3.59], [-3.33, 2.28, 2.35], [0.54, -4.99, 0.38], [-1.77, -1.21, 5.52], [-0.18, 4.08, 1.51], [4.26, -3.34, 1.27], [-0.89, -3.04, 0.30], [-0.33, -5.01, -1.15], [1.75, 0.30, 4.86], [5.94, 0.57, 0.20], [-3.11, 4.96, -1.36], [-3.67, 3.78, 0.73]], "multiplicity": 1, "charge": -2}

---

no.,lowest unoccupied orbital energy (eV),energy (a.u.),HOMO energy (eV)
1,-2.802,-3236.3351,-10.602
2,-2.752,-2782.9540,-10.664
3,3.069,-5012.5294,0.495